The following is a quantum chemistry calculation of CHOPS in the gas phase in a non-equilibrium geometry, from the OMol25 dataset.

```
5
Properties=species:S:1:pos:R:3:nbo_charge:R:1
S -0.59335 1.59984 -1.20943 0.1729
P 0.41387 0.21130 1.21219 1.2623
O 0.74175 -1.30082 1.30940 -0.9171
C -0.26329 0.20305 -0.39506 -0.7415
H -0.29897 -0.71338 -0.91710 0.2233
```

Results
Gap between HOMO and LUMO ... 7.1 eV
Structure (SMILES) ... O=PC=S
Charge ... 0

***

The following is a quantum chemistry calculation of C22H24O3S in the gas phase in a non-equilibrium geometry, from the OMol25 dataset.

```
50
Properties=species:S:1:pos:R:3:nbo_charge:R:1
S 3.84537 -0.54126 1.25296 0.2820
O 0.88509 0.81740 -0.09074 -0.5252
O 1.62128 0.02465 3.74008 -0.5210
O 1.02516 -1.43432 -0.43241 -0.5592
C 0.41214 1.74807 0.90902 0.2628
C 1.24353 -0.44111 0.25896 0.7954
C 4.80717 -4.82417 0.08657 -0.1991
C 3.93394 -2.64694 -0.51928 -0.1854
C 0.19179 5.58052 0.54710 -0.2058
C 4.25471 -2.16216 0.74922 -0.2219
C -3.68778 -0.53355 1.13220 -0.6073
C 0.93207 4.71600 -1.57667 -0.1980
C 0.43781 3.18882 0.27761 0.0525
C 1.67756 0.31938 2.54451 0.5766
C -1.02790 1.27196 1.33592 -0.4278
C 4.12899 -3.99520 -0.83330 -0.2089
C 4.89075 -3.01427 1.66790 -0.1934
C 0.66590 5.81509 -0.76714 -0.2104
C 0.82555 3.42658 -1.06086 -0.2428
C 5.19544 -4.34419 1.31380 -0.2091
C 1.36300 1.75866 2.13459 -0.5335
C 0.11008 4.31504 1.05153 -0.2443
C -3.41413 0.87200 0.58002 -0.2208
C -1.99257 1.04531 0.13498 -0.4020
C 2.02192 -0.72110 1.53960 -0.5426
C -4.29254 1.13609 -0.62937 -0.5987
H 5.03556 -5.86033 -0.17961 0.2177
H -1.94024 1.99064 -0.41188 0.2062
H -0.99621 0.34921 1.89768 0.2089
H 1.11242 2.55357 -1.70923 0.2379
H 3.49456 -1.98176 -1.29528 0.2351
H 5.13020 -2.58250 2.60284 0.2223
H 0.77401 6.83763 -1.07867 0.2171
H -4.07373 0.38827 -1.40519 0.2028
H 0.83610 2.21418 2.96711 0.2497
H 3.77070 -4.34518 -1.81014 0.2236
H -0.29257 4.19171 2.03643 0.2087
H -1.65878 0.21669 -0.52205 0.2221
H 5.75615 -4.94473 2.01374 0.2183
H -3.63749 1.63438 1.36228 0.1908
H -5.35511 1.08036 -0.40797 0.2085
H -1.47523 2.01913 2.01930 0.2149
H 2.27277 2.30268 1.86886 0.2516
H -0.11716 6.39677 1.18046 0.2145
H -4.03899 2.10950 -1.12453 0.2076
H -3.43367 -1.31452 0.37780 0.2076
H -4.75801 -0.57695 1.36883 0.2104
H -3.09340 -0.73232 2.02497 0.2059
H 1.28756 4.85616 -2.60824 0.2192
H 1.80508 -1.72102 1.94453 0.2868
```

Results
Gap between HOMO and LUMO ... 9.3 eV
Structure (SMILES) ... CC(C)CC[C@@]1(c2ccccc2)CC(=O)[C@H](Sc2ccccc2)C(=O)O1
Charge ... 0

***

The following is a quantum chemistry calculation of C5H10O2 in the gas phase in a non-equilibrium geometry, from the OMol25 dataset.

```
17
Properties=species:S:1:pos:R:3:nbo_charge:R:1
O 0.72318 -0.01761 1.86155 -0.5394
O 1.71892 -1.98713 1.39645 -0.7145
C -1.12683 0.14332 -0.15872 -0.3992
C -1.46542 1.67507 0.09187 -0.6176
C 1.23196 -0.77549 1.10868 0.8033
C 1.49003 -0.39149 -0.34558 -0.5435
C 0.10796 -0.17332 -1.02946 -0.3962
H 2.11320 -1.16204 -0.87959 0.2216
H 2.15882 0.44140 -0.60135 0.2417
H -0.14010 -1.18436 -1.48689 0.1996
H -1.30889 2.30082 -0.80802 0.2024
H 0.15409 0.54572 -1.85832 0.2129
H 0.96351 -2.59778 1.49755 0.4987
H -1.08619 -0.53600 0.73174 0.2049
H -2.56267 1.87046 0.27735 0.2075
H -2.04156 -0.22845 -0.72990 0.1991
H -0.93003 2.07687 0.93265 0.2187
```

Results
Gap between HOMO and LUMO ... 11.1 eV
Structure (SMILES) ... CCCCC(=O)O
Charge ... 0

***

The following is a quantum chemistry calculation of a molecular structure, FHNO3 in a non-equilibrium geometry, from the OMol25 dataset.

```
6
Properties=species:S:1:pos:R:3:nbo_charge:R:1
F -1.22831 1.33296 0.38024 -0.6233
O -0.00429 -0.71900 -0.15870 -0.7453
O -2.56439 -0.07767 -1.01584 -0.3931
O -2.07920 -0.73693 0.97553 -0.4504
N -1.78677 -0.28028 -0.10515 0.7612
H -0.10070 -0.69277 0.85092 0.4509
```

Results
Gap between HOMO and LUMO (alpha / beta) ... 9.6 / 9.6 eV
Charge ... -1

***

Question: What is the formula in the fourth record?
Answer: FHNO3

***

Question: Look up the charge of the fourth one.
Answer: -1

***

Question: What is the formula in the second record?
Answer: C22H24O3S

***

Please write out number 4 again, unchanged.
The following is a quantum chemistry calculation of a molecular structure, FHNO3 in a non-equilibrium geometry, from the OMol25 dataset.

```
6
Properties=species:S:1:pos:R:3:nbo_charge:R:1
F -1.22831 1.33296 0.38024 -0.6233
O -0.00429 -0.71900 -0.15870 -0.7453
O -2.56439 -0.07767 -1.01584 -0.3931
O -2.07920 -0.73693 0.97553 -0.4504
N -1.78677 -0.28028 -0.10515 0.7612
H -0.10070 -0.69277 0.85092 0.4509
```

Results
Gap between HOMO and LUMO (alpha / beta) ... 9.6 / 9.6 eV
Charge ... -1